Entry 1:
{
  "formula": "C49H55CdN2P3Si2",
  "method": "the ωB97M-V functional and the def2-TZVPD basis",
  "multiplicity": 1,
  "molar_mass_g_mol": 933.50,
  "orbital_gap_ev": 6.969,
  "max_force_ev_per_a": 4.0,
  "e_homo_ev": -6.51,
  "symbols": ["Cd", "C", "Si", "C", "C", "C", "C", "C", "C", "P", "C", "C", "C", "C", "C", "C", "C", "C", "C", "C", "C", "C", "C", "C", "C", "C", "C", "C", "P", "C", "C", "C", "C", "C", "C", "C", "C", "C", "C", "C", "C", "H", "H", "H", "H", "H", "H", "H", "H", "H", "H", "H", "H", "H", "H", "H", "H", "H", "H", "H", "H", "H", "H", "H", "H", "H", "H", "H", "H", "H", "H", "H", "C", "C", "C", "C", "C", "C", "N", "N", "Si", "C", "C", "C", "H", "H", "H", "H", "H", "H", "H", "H", "H", "H", "H", "H", "H", "H", "H", "C", "P", "C", "C", "H", "H", "H", "H", "H", "H", "H", "H", "H"],
  "coordinates": [[-1.9672, -0.8971, -0.2402], [-2.2433, 1.9992, -2.2312], [-0.8116, 1.1850, -1.3193], [-0.6775, 2.4573, 0.0965], [-0.3295, 3.8363, -0.2714], [-0.5140, 4.8635, 0.6146], [-0.9625, 4.5563, 1.9215], [-1.3264, 3.2609, 2.2764], [-1.0717, 2.1616, 1.4072], [-0.9085, 0.4484, 1.9978], [0.7969, 0.5141, 2.7122], [1.2725, -0.5588, 3.4492], [2.4808, -0.5246, 4.1360], [3.3122, 0.5750, 4.0539], [2.8503, 1.6808, 3.3191], [1.5940, 1.6477, 2.7162], [-2.0529, 0.4140, 3.3943], [-1.6259, 0.1421, 4.7297], [-2.5571, -0.0185, 5.7516], [-3.9036, 0.1804, 5.4411], [-4.3318, 0.5477, 4.1980], [-3.3871, 0.7279, 3.1439], [0.6496, 1.4288, -2.4549], [0.2359, 1.4462, -3.8192], [1.1381, 1.7273, -4.8376], [2.4805, 1.8592, -4.5542], [2.8901, 1.9292, -3.2718], [2.0240, 1.6290, -2.1874], [2.8517, 1.6460, -0.5359], [3.9789, 3.0805, -0.5722], [3.3706, 4.2810, -0.1427], [4.0940, 5.4899, -0.0966], [5.4513, 5.4639, -0.4132], [6.0579, 4.2781, -0.7923], [5.3629, 3.0786, -0.7803], [4.0184, 0.2525, -0.8395], [3.8561, -0.6918, -1.8744], [4.8449, -1.6028, -2.1979], [5.9859, -1.6407, -1.4274], [6.1614, -0.7680, -0.3239], [5.1256, 0.1452, -0.0310], [-1.8158, 2.8959, -2.8218], [-2.9457, 2.4272, -1.4684], [-2.8147, 1.3896, -2.9304], [0.1080, 4.0381, -1.2680], [-0.2811, 5.8732, 0.3542], [-1.0035, 5.3190, 2.6492], [-1.7769, 3.1119, 3.2397], [0.6089, -1.4350, 3.5346], [2.7477, -1.3948, 4.6945], [4.3270, 0.5756, 4.4573], [3.4380, 2.6085, 3.2401], [1.2885, 2.5482, 2.1498], [-0.5422, 0.1934, 4.9676], [-2.2580, -0.2218, 6.7621], [-4.6603, 0.0524, 6.1906], [-5.3868, 0.7237, 3.9731], [-3.6982, 1.1150, 2.1738], [-0.7971, 1.3015, -4.0721], [0.7479, 2.0133, -5.8355], [3.2247, 1.9009, -5.3514], [3.9319, 2.2129, -3.0147], [2.3110, 4.2372, -0.0039], [3.5481, 6.3617, 0.1968], [6.0531, 6.3545, -0.4350], [7.0738, 4.2981, -1.1255], [5.9575, 2.2273, -1.0903], [2.9602, -0.6651, -2.4985], [4.6601, -2.1677, -3.0795], [6.7426, -2.3678, -1.6764], [7.0223, -0.8903, 0.3338], [5.3012, 0.9185, 0.7319], [-2.5371, -3.2462, 3.0466], [-1.9195, -3.8593, 1.8569], [-1.3082, -5.1928, 1.9150], [-0.7374, -5.7279, 0.7427], [-0.6527, -4.9243, -0.3774], [-1.2855, -3.6596, -0.4097], [-1.8105, -3.1361, 0.7300], [-1.3184, -2.7856, -1.4440], [-0.6968, -3.2176, -3.0301], [-1.4205, -4.8215, -3.5636], [-1.4079, -1.9491, -4.2408], [1.1852, -3.2612, -2.9411], [-3.5375, -3.6448, 3.1898], [-2.5650, -2.1517, 2.9107], [-1.9626, -3.4368, 3.9887], [-1.4166, -5.6664, 2.9020], [-0.5338, -6.8326, 0.6973], [-0.1561, -5.2119, -1.3015], [-1.2615, -4.8867, -4.6615], [-2.5045, -4.7897, -3.4535], [-1.0415, -5.7313, -3.0113], [-2.4444, -2.2286, -4.4598], [-0.9031, -1.8443, -5.1871], [-1.4681, -0.9885, -3.6420], [1.5854, -3.1608, -1.9425], [1.5765, -2.4635, -3.6019], [1.6362, -4.1890, -3.4261], [-5.0642, -2.7903, -0.3920], [-4.4784, -1.0358, -0.3257], [-5.4771, -0.4135, 1.0777], [-5.3346, -0.2118, -1.6903], [-6.0476, -2.9505, -0.9001], [-5.0448, -3.2327, 0.6002], [-4.2717, -3.3702, -0.9010], [-6.5539, -0.7133, 0.9383], [-5.4816, 0.7158, 1.1139], [-5.1304, -0.7446, 2.0896], [-6.3808, -0.4528, -1.7706], [-4.9360, -0.4427, -2.6935], [-5.1792, 0.8639, -1.5550]]
}


Entry 2:
{
  "formula": "C49H56BrGeN4O3Si4V",
  "method": "the ωB97M-V functional and the def2-TZVPD basis",
  "multiplicity": 1,
  "molar_mass_g_mol": 1064.81,
  "orbital_gap_ev": [7.512, 7.518],
  "max_force_ev_per_a": 3.5,
  "e_homo_ev": [-8.00, -8.01],
  "symbols": ["V", "Br", "C", "C", "C", "C", "C", "C", "N", "N", "C", "C", "C", "C", "O", "C", "N", "C", "C", "C", "C", "H", "H", "H", "H", "H", "H", "H", "H", "H", "O", "C", "O", "C", "C", "C", "C", "C", "N", "H", "H", "H", "H", "C", "Si", "C", "C", "Si", "Si", "C", "C", "C", "Si", "C", "C", "C", "H", "H", "H", "H", "H", "H", "H", "H", "H", "H", "H", "H", "H", "H", "H", "H", "H", "H", "H", "H", "H", "H", "H", "H", "H", "H", "H", "C", "Ge", "C", "C", "C", "C", "C", "C", "C", "C", "C", "C", "C", "C", "C", "C", "C", "C", "C", "C", "H", "H", "H", "H", "H", "H", "H", "H", "H", "H", "H", "H", "H", "H", "H", "H"],
  "coordinates": [[0.8178, 0.1474, 1.5247], [1.7452, 2.8665, -6.2152], [2.0053, 1.0104, -5.9884], [2.8168, 0.5599, -4.9592], [2.9846, -0.8054, -4.7753], [2.3524, -1.7051, -5.6244], [1.5883, -1.2407, -6.6780], [1.3908, 0.1232, -6.8529], [2.5842, -3.1477, -5.5314], [2.5393, -3.7214, -4.4304], [2.0808, -3.0032, -3.2457], [2.8924, -3.0287, -2.1584], [2.5719, -2.2771, -1.0039], [1.4159, -1.5765, -0.9548], [1.1155, -0.7880, 0.1442], [0.4743, -1.6359, -2.0170], [-0.7284, -1.0128, -1.8495], [-1.6025, -1.1157, -2.8126], [-1.3793, -1.8506, -4.0023], [-0.1884, -2.4767, -4.1728], [0.8118, -2.3602, -3.1757], [3.3064, 1.2653, -4.3010], [3.6211, -1.1695, -3.9795], [1.1242, -1.9521, -7.3527], [0.7683, 0.4899, -7.6579], [3.8312, -3.5686, -2.2158], [3.2442, -2.2488, -0.1566], [-2.5590, -0.6196, -2.6553], [-2.1631, -1.9229, -4.7463], [-0.0151, -3.0953, -5.0424], [2.0304, -0.7975, 4.2561], [2.2285, 0.0627, 3.4462], [1.3065, 0.9766, 3.0218], [3.5810, 0.2418, 2.8066], [4.7279, 0.1727, 3.5745], [5.9427, 0.3757, 2.9413], [5.9522, 0.5931, 1.5733], [4.7488, 0.6037, 0.8850], [3.5650, 0.4541, 1.4839], [4.6514, -0.0341, 4.6346], [6.8671, 0.3581, 3.5054], [6.8784, 0.7538, 1.0368], [4.7282, 0.7408, -0.1888], [0.3061, 1.9407, -2.9923], [1.1593, 2.7055, -1.5173], [1.2477, 4.5487, -1.8252], [2.9088, 2.0580, -1.6220], [0.0998, 2.3334, 0.5268], [0.7970, 3.9758, 2.0417], [0.4162, 5.7383, 1.5509], [2.6587, 3.8727, 2.2644], [0.0237, 3.7789, 3.7307], [-2.1591, 2.7024, 0.1941], [-2.3644, 4.4129, -0.5567], [-3.1215, 2.6439, 1.7869], [-3.0138, 1.5480, -1.0034], [0.6293, 2.4583, -3.9057], [-0.7870, 1.9999, -2.9376], [0.5723, 0.8833, -3.0865], [1.6012, 4.7480, -2.8445], [1.9374, 5.0343, -1.1228], [0.2663, 5.0258, -1.7064], [3.2883, 2.2260, -2.6355], [2.9360, 0.9795, -1.4140], [3.5781, 2.5640, -0.9154], [0.7479, 5.9883, 0.5349], [0.9206, 6.4163, 2.2504], [-0.6596, 5.9401, 1.6108], [3.1800, 3.6861, 1.3154], [2.9128, 3.0562, 2.9451], [3.0508, 4.8040, 2.6915], [-1.0303, 4.0728, 3.7325], [0.5506, 4.4208, 4.4458], [0.0849, 2.7498, 4.0902], [-1.6246, 5.1285, -0.1881], [-3.3620, 4.8182, -0.3409], [-2.2523, 4.3586, -1.6486], [-2.7371, 3.3586, 2.5226], [-3.0874, 1.6504, 2.2422], [-4.1734, 2.8860, 1.5933], [-2.5641, 1.5962, -2.0013], [-4.0709, 1.8265, -1.0899], [-2.9497, 0.5045, -0.6679], [-0.8866, -0.2687, 1.9687], [-1.9790, -1.9017, 1.8196], [-3.7982, -1.5038, 2.3886], [-4.5871, -0.5581, 1.7252], [-5.8747, -0.2633, 2.1599], [-6.3956, -0.9125, 3.2733], [-5.6275, -1.8558, 3.9446], [-4.3390, -2.1494, 3.5052], [-2.0556, -2.9147, 0.1763], [-0.9471, -3.6275, -0.2925], [-1.0216, -4.3733, -1.4641], [-2.2118, -4.4194, -2.1822], [-3.3280, -3.7315, -1.7183], [-3.2494, -2.9838, -0.5469], [-1.2135, -3.0473, 3.2104], [-0.8735, -2.4908, 4.4476], [-0.3321, -3.2724, 5.4602], [-0.1135, -4.6282, 5.2514], [-0.4514, -5.2013, 4.0328], [-1.0006, -4.4170, 3.0222], [-1.2853, 0.3078, 2.8114], [-4.1931, -0.0373, 0.8587], [-6.4680, 0.4759, 1.6337], [-7.3985, -0.6841, 3.6163], [-6.0298, -2.3635, 4.8134], [-3.7474, -2.8857, 4.0397], [-0.0093, -3.5941, 0.2537], [-0.1514, -4.9169, -1.8173], [-2.2686, -4.9910, -3.1025], [-4.2630, -3.7827, -2.2651], [-4.1291, -2.4588, -0.1885], [-1.0225, -1.4315, 4.6275], [-0.0707, -2.8187, 6.4090], [0.3178, -5.2363, 6.0372], [-0.2913, -6.2599, 3.8671], [-1.2759, -4.8848, 2.0852]]
}